Entry 1:
Density functional theory data (wB97M-V/def2-TZVPD) for a structure of composition C26H29KN6SbSe4.

## Properties
Total charge: -1
ΔE to the lowest compared entry with this formula, charge and spin (kJ/mol): 0.00
Gap between HOMO and LUMO (eV): 5.653
Electronic energy (eV): -320625.3090
HOMO energy (hartree): -0.1419

Each line ends with the natural charge from an NBO analysis.
Cartesian coordinates (Å):
1 K 0.64 -0.49 0.17  0.913
2 C 0.44 1.09 3.10  -0.415
3 N -0.19 -0.15 2.67  -0.496
4 C 0.42 -1.30 3.32  -0.415
5 C -1.63 -0.15 2.68  0.077
6 C -2.28 0.48 3.73  -0.222
7 C -3.67 0.61 3.78  -0.294
8 C -4.40 0.09 2.72  -0.225
9 C -3.77 -0.57 1.68  -0.253
10 C -2.37 -0.76 1.61  0.155
11 N -1.72 -1.34 0.57  -0.723
12 C -2.32 -2.19 -0.30  0.161
13 C -3.39 -3.05 0.03  -0.284
14 C -3.96 -3.93 -0.86  -0.203
15 C -3.49 -4.02 -2.16  -0.301
16 C -2.41 -3.23 -2.51  -0.237
17 C -1.81 -2.35 -1.62  0.136
18 N -0.63 -1.62 -2.06  -0.494
19 C 0.43 -2.48 -2.55  -0.412
20 C -0.95 -0.56 -3.01  -0.404
21 H 0.52 1.19 4.19  0.191
22 H -0.12 1.94 2.70  0.204
23 H 1.46 1.13 2.71  0.195
24 H 0.23 -1.30 4.41  0.178
25 H 1.50 -1.27 3.18  0.206
26 H 0.01 -2.22 2.90  0.204
27 H -1.68 0.90 4.53  0.206
28 H -4.15 1.12 4.60  0.199
29 H -5.48 0.21 2.70  0.195
30 H -4.38 -0.92 0.87  0.202
31 H -3.77 -3.03 1.05  0.212
32 H -4.78 -4.56 -0.53  0.197
33 H -3.94 -4.70 -2.88  0.197
34 H -2.00 -3.30 -3.52  0.191
35 H 0.17 -3.03 -3.47  0.165
36 H 0.67 -3.22 -1.78  0.202
37 H 1.32 -1.89 -2.76  0.191
38 H -1.32 -0.95 -3.97  0.160
39 H -0.05 0.04 -3.21  0.191
40 H -1.71 0.09 -2.58  0.211
41 N 2.20 2.49 -2.12  -0.579
42 C 1.07 2.84 -1.38  0.389
43 C 0.77 4.20 -1.25  -0.281
44 C -0.38 4.56 -0.58  -0.144
45 C -1.20 3.57 -0.05  -0.288
46 C -0.81 2.25 -0.22  0.057
47 N 0.29 1.89 -0.88  -0.500
48 C 2.89 1.29 -2.24  0.404
49 C 3.78 1.17 -3.32  -0.284
50 C 4.53 0.02 -3.43  -0.147
51 C 4.38 -0.99 -2.48  -0.294
52 C 3.48 -0.77 -1.46  0.063
53 N 2.75 0.34 -1.33  -0.495
54 H 2.61 3.25 -2.63  0.395
55 H 1.45 4.95 -1.64  0.212
56 H -0.62 5.60 -0.45  0.216
57 H -2.10 3.81 0.49  0.228
58 H -1.40 1.44 0.19  0.225
59 H 3.87 1.96 -4.05  0.210
60 H 5.22 -0.10 -4.25  0.215
61 H 4.96 -1.90 -2.52  0.223
62 H 3.36 -1.51 -0.68  0.199
63 Se 3.61 0.60 5.23  -0.675
64 Sb 4.46 2.08 3.59  1.045
65 Se 4.13 4.42 3.53  -0.668
66 Se 6.63 1.26 2.58  -0.315
67 Se 4.60 1.03 1.25  -0.374

Entry 2:
Density functional theory data (wB97M-V/def2-TZVPD) for an isolated molecule of C26H29N3O.

## Properties
Total charge: 0
ΔE to the lowest compared entry with this formula, charge and spin (kJ/mol): 51.89
Gap between HOMO and LUMO (eV): 8.772
SMILES string: Cc1cccc(NC(=O)c2ccc(CN3CCN(Cc4ccccc4)CC3)cc2)c1
Electronic energy (eV): -33951.1279
HOMO energy (hartree): -0.2979

Each line ends with the natural charge from an NBO analysis.
Cartesian coordinates (Å):
1 C 1.48 1.83 -7.78  -0.631
2 C 1.76 2.07 -6.32  0.004
3 C 3.03 1.84 -5.80  -0.243
4 C 3.29 2.08 -4.47  -0.170
5 C 2.30 2.55 -3.62  -0.259
6 C 1.01 2.75 -4.12  0.149
7 N -0.03 3.23 -3.32  -0.614
8 C -0.28 3.04 -1.99  0.669
9 O -1.14 3.69 -1.43  -0.592
10 C 0.49 1.97 -1.30  -0.177
11 C 0.63 0.70 -1.85  -0.125
12 C 1.28 -0.29 -1.14  -0.229
13 C 1.80 -0.04 0.13  -0.019
14 C 2.40 -1.16 0.94  -0.232
15 N 1.44 -1.89 1.75  -0.437
16 C 0.80 -1.08 2.77  -0.249
17 C -0.03 -1.99 3.69  -0.229
18 N -1.02 -2.77 2.98  -0.442
19 C -2.19 -2.01 2.55  -0.246
20 C -2.97 -1.53 3.74  -0.045
21 C -3.26 -2.41 4.78  -0.153
22 C -3.99 -1.98 5.88  -0.226
23 C -4.43 -0.67 5.95  -0.219
24 C -4.14 0.21 4.93  -0.209
25 C -3.41 -0.21 3.83  -0.210
26 C -0.37 -3.51 1.91  -0.216
27 C 0.45 -2.62 0.97  -0.248
28 C 1.65 1.23 0.67  -0.221
29 C 1.00 2.22 -0.02  -0.162
30 C 0.76 2.53 -5.48  -0.213
31 H 2.15 2.42 -8.39  0.222
32 H 1.64 0.78 -8.02  0.222
33 H 0.46 2.09 -8.03  0.214
34 H 3.81 1.48 -6.45  0.210
35 H 4.28 1.92 -4.08  0.214
36 H 2.51 2.76 -2.59  0.226
37 H -0.71 3.83 -3.78  0.411
38 H 0.22 0.49 -2.83  0.214
39 H 1.38 -1.27 -1.58  0.212
40 H 2.89 -1.89 0.28  0.203
41 H 3.16 -0.76 1.62  0.203
42 H 1.58 -0.59 3.36  0.203
43 H 0.15 -0.30 2.34  0.170
44 H -0.54 -1.38 4.44  0.213
45 H 0.64 -2.69 4.19  0.199
46 H -1.94 -1.15 1.91  0.175
47 H -2.82 -2.69 1.97  0.209
48 H -2.91 -3.42 4.71  0.214
49 H -4.21 -2.67 6.68  0.210
50 H -5.00 -0.34 6.81  0.211
51 H -4.48 1.24 4.98  0.212
52 H -3.18 0.48 3.03  0.211
53 H -1.12 -4.06 1.34  0.198
54 H 0.31 -4.22 2.39  0.199
55 H 0.97 -3.24 0.24  0.201
56 H -0.23 -1.94 0.43  0.170
57 H 2.06 1.44 1.65  0.215
58 H 0.87 3.21 0.41  0.229
59 H -0.23 2.72 -5.86  0.202

Entry 3:
Density functional theory data (wB97M-V/def2-TZVPD) for an isolated molecule of C26H29N3O4.

## Properties
Total charge: 0
ΔE to the lowest compared entry with this formula, charge and spin (kJ/mol): 182.71
Gap between HOMO and LUMO (eV): 8.254
SMILES string: CCOc1ccc(NC(=O)c2ccc(CNc3c(NC4CCCCC4)c(=O)c3=O)cc2)cc1
Electronic energy (eV): -40093.2421
HOMO energy (hartree): -0.2906

Each line ends with the natural charge from an NBO analysis.
Cartesian coordinates (Å):
1 C 9.30 5.66 -3.42  -0.617
2 C 8.53 4.50 -2.80  -0.064
3 O 7.33 5.02 -2.26  -0.517
4 C 6.46 4.17 -1.65  0.364
5 C 5.30 4.76 -1.13  -0.260
6 C 4.35 4.00 -0.48  -0.212
7 C 4.54 2.63 -0.33  0.107
8 N 3.61 1.80 0.31  -0.584
9 C 2.46 2.13 0.95  0.661
10 O 2.03 3.27 1.08  -0.606
11 C 1.73 0.96 1.53  -0.137
12 C 1.02 1.15 2.71  -0.168
13 C 0.32 0.11 3.29  -0.209
14 C 0.31 -1.14 2.69  -0.043
15 C -0.50 -2.27 3.28  -0.244
16 N -1.87 -2.24 2.78  -0.572
17 C -2.18 -2.86 1.62  0.104
18 C -3.31 -2.89 0.80  0.127
19 N -4.49 -2.26 0.80  -0.566
20 C -5.55 -2.60 -0.13  -0.058
21 C -6.59 -3.51 0.53  -0.404
22 C -7.69 -3.86 -0.47  -0.399
23 C -8.36 -2.60 -0.99  -0.396
24 C -7.32 -1.68 -1.64  -0.397
25 C -6.22 -1.32 -0.65  -0.401
26 C -2.69 -3.85 -0.12  0.433
27 O -3.03 -4.38 -1.16  -0.563
28 C -1.47 -3.84 0.79  0.420
29 O -0.39 -4.38 0.83  -0.583
30 C 0.99 -1.33 1.49  -0.163
31 C 1.70 -0.29 0.92  -0.202
32 C 5.69 2.04 -0.85  -0.212
33 C 6.64 2.80 -1.50  -0.316
34 H 8.70 6.13 -4.19  0.214
35 H 10.23 5.30 -3.84  0.212
36 H 9.52 6.40 -2.65  0.214
37 H 9.12 4.02 -2.01  0.169
38 H 8.30 3.75 -3.57  0.169
39 H 5.17 5.82 -1.25  0.224
40 H 3.46 4.46 -0.08  0.257
41 H 3.87 0.82 0.33  0.400
42 H 1.03 2.13 3.16  0.236
43 H -0.21 0.27 4.21  0.208
44 H -0.07 -3.23 3.00  0.244
45 H -0.54 -2.18 4.37  0.206
46 H -2.42 -1.44 3.05  0.388
47 H -4.75 -1.70 1.60  0.389
48 H -5.08 -3.13 -0.96  0.235
49 H -6.10 -4.42 0.89  0.217
50 H -7.02 -3.00 1.39  0.190
51 H -7.25 -4.42 -1.30  0.203
52 H -8.43 -4.50 0.02  0.211
53 H -8.84 -2.07 -0.17  0.192
54 H -9.12 -2.86 -1.72  0.211
55 H -6.88 -2.18 -2.50  0.201
56 H -7.80 -0.77 -2.00  0.211
57 H -5.47 -0.69 -1.12  0.218
58 H -6.65 -0.77 0.19  0.189
59 H 0.97 -2.30 1.02  0.232
60 H 2.20 -0.46 -0.03  0.212
61 H 5.84 0.98 -0.74  0.204
62 H 7.52 2.31 -1.89  0.220

Please write out number 1 again, unchanged.
Density functional theory data (wB97M-V/def2-TZVPD) for a structure of composition C26H29KN6SbSe4.

## Properties
Total charge: -1
ΔE to the lowest compared entry with this formula, charge and spin (kJ/mol): 0.00
Gap between HOMO and LUMO (eV): 5.653
Electronic energy (eV): -320625.3090
HOMO energy (hartree): -0.1419

Each line ends with the natural charge from an NBO analysis.
Cartesian coordinates (Å):
1 K 0.64 -0.49 0.17  0.913
2 C 0.44 1.09 3.10  -0.415
3 N -0.19 -0.15 2.67  -0.496
4 C 0.42 -1.30 3.32  -0.415
5 C -1.63 -0.15 2.68  0.077
6 C -2.28 0.48 3.73  -0.222
7 C -3.67 0.61 3.78  -0.294
8 C -4.40 0.09 2.72  -0.225
9 C -3.77 -0.57 1.68  -0.253
10 C -2.37 -0.76 1.61  0.155
11 N -1.72 -1.34 0.57  -0.723
12 C -2.32 -2.19 -0.30  0.161
13 C -3.39 -3.05 0.03  -0.284
14 C -3.96 -3.93 -0.86  -0.203
15 C -3.49 -4.02 -2.16  -0.301
16 C -2.41 -3.23 -2.51  -0.237
17 C -1.81 -2.35 -1.62  0.136
18 N -0.63 -1.62 -2.06  -0.494
19 C 0.43 -2.48 -2.55  -0.412
20 C -0.95 -0.56 -3.01  -0.404
21 H 0.52 1.19 4.19  0.191
22 H -0.12 1.94 2.70  0.204
23 H 1.46 1.13 2.71  0.195
24 H 0.23 -1.30 4.41  0.178
25 H 1.50 -1.27 3.18  0.206
26 H 0.01 -2.22 2.90  0.204
27 H -1.68 0.90 4.53  0.206
28 H -4.15 1.12 4.60  0.199
29 H -5.48 0.21 2.70  0.195
30 H -4.38 -0.92 0.87  0.202
31 H -3.77 -3.03 1.05  0.212
32 H -4.78 -4.56 -0.53  0.197
33 H -3.94 -4.70 -2.88  0.197
34 H -2.00 -3.30 -3.52  0.191
35 H 0.17 -3.03 -3.47  0.165
36 H 0.67 -3.22 -1.78  0.202
37 H 1.32 -1.89 -2.76  0.191
38 H -1.32 -0.95 -3.97  0.160
39 H -0.05 0.04 -3.21  0.191
40 H -1.71 0.09 -2.58  0.211
41 N 2.20 2.49 -2.12  -0.579
42 C 1.07 2.84 -1.38  0.389
43 C 0.77 4.20 -1.25  -0.281
44 C -0.38 4.56 -0.58  -0.144
45 C -1.20 3.57 -0.05  -0.288
46 C -0.81 2.25 -0.22  0.057
47 N 0.29 1.89 -0.88  -0.500
48 C 2.89 1.29 -2.24  0.404
49 C 3.78 1.17 -3.32  -0.284
50 C 4.53 0.02 -3.43  -0.147
51 C 4.38 -0.99 -2.48  -0.294
52 C 3.48 -0.77 -1.46  0.063
53 N 2.75 0.34 -1.33  -0.495
54 H 2.61 3.25 -2.63  0.395
55 H 1.45 4.95 -1.64  0.212
56 H -0.62 5.60 -0.45  0.216
57 H -2.10 3.81 0.49  0.228
58 H -1.40 1.44 0.19  0.225
59 H 3.87 1.96 -4.05  0.210
60 H 5.22 -0.10 -4.25  0.215
61 H 4.96 -1.90 -2.52  0.223
62 H 3.36 -1.51 -0.68  0.199
63 Se 3.61 0.60 5.23  -0.675
64 Sb 4.46 2.08 3.59  1.045
65 Se 4.13 4.42 3.53  -0.668
66 Se 6.63 1.26 2.58  -0.315
67 Se 4.60 1.03 1.25  -0.374

Copy entry 1 word for word.
Density functional theory data (wB97M-V/def2-TZVPD) for a structure of composition C26H29KN6SbSe4.

## Properties
Total charge: -1
ΔE to the lowest compared entry with this formula, charge and spin (kJ/mol): 0.00
Gap between HOMO and LUMO (eV): 5.653
Electronic energy (eV): -320625.3090
HOMO energy (hartree): -0.1419

Each line ends with the natural charge from an NBO analysis.
Cartesian coordinates (Å):
1 K 0.64 -0.49 0.17  0.913
2 C 0.44 1.09 3.10  -0.415
3 N -0.19 -0.15 2.67  -0.496
4 C 0.42 -1.30 3.32  -0.415
5 C -1.63 -0.15 2.68  0.077
6 C -2.28 0.48 3.73  -0.222
7 C -3.67 0.61 3.78  -0.294
8 C -4.40 0.09 2.72  -0.225
9 C -3.77 -0.57 1.68  -0.253
10 C -2.37 -0.76 1.61  0.155
11 N -1.72 -1.34 0.57  -0.723
12 C -2.32 -2.19 -0.30  0.161
13 C -3.39 -3.05 0.03  -0.284
14 C -3.96 -3.93 -0.86  -0.203
15 C -3.49 -4.02 -2.16  -0.301
16 C -2.41 -3.23 -2.51  -0.237
17 C -1.81 -2.35 -1.62  0.136
18 N -0.63 -1.62 -2.06  -0.494
19 C 0.43 -2.48 -2.55  -0.412
20 C -0.95 -0.56 -3.01  -0.404
21 H 0.52 1.19 4.19  0.191
22 H -0.12 1.94 2.70  0.204
23 H 1.46 1.13 2.71  0.195
24 H 0.23 -1.30 4.41  0.178
25 H 1.50 -1.27 3.18  0.206
26 H 0.01 -2.22 2.90  0.204
27 H -1.68 0.90 4.53  0.206
28 H -4.15 1.12 4.60  0.199
29 H -5.48 0.21 2.70  0.195
30 H -4.38 -0.92 0.87  0.202
31 H -3.77 -3.03 1.05  0.212
32 H -4.78 -4.56 -0.53  0.197
33 H -3.94 -4.70 -2.88  0.197
34 H -2.00 -3.30 -3.52  0.191
35 H 0.17 -3.03 -3.47  0.165
36 H 0.67 -3.22 -1.78  0.202
37 H 1.32 -1.89 -2.76  0.191
38 H -1.32 -0.95 -3.97  0.160
39 H -0.05 0.04 -3.21  0.191
40 H -1.71 0.09 -2.58  0.211
41 N 2.20 2.49 -2.12  -0.579
42 C 1.07 2.84 -1.38  0.389
43 C 0.77 4.20 -1.25  -0.281
44 C -0.38 4.56 -0.58  -0.144
45 C -1.20 3.57 -0.05  -0.288
46 C -0.81 2.25 -0.22  0.057
47 N 0.29 1.89 -0.88  -0.500
48 C 2.89 1.29 -2.24  0.404
49 C 3.78 1.17 -3.32  -0.284
50 C 4.53 0.02 -3.43  -0.147
51 C 4.38 -0.99 -2.48  -0.294
52 C 3.48 -0.77 -1.46  0.063
53 N 2.75 0.34 -1.33  -0.495
54 H 2.61 3.25 -2.63  0.395
55 H 1.45 4.95 -1.64  0.212
56 H -0.62 5.60 -0.45  0.216
57 H -2.10 3.81 0.49  0.228
58 H -1.40 1.44 0.19  0.225
59 H 3.87 1.96 -4.05  0.210
60 H 5.22 -0.10 -4.25  0.215
61 H 4.96 -1.90 -2.52  0.223
62 H 3.36 -1.51 -0.68  0.199
63 Se 3.61 0.60 5.23  -0.675
64 Sb 4.46 2.08 3.59  1.045
65 Se 4.13 4.42 3.53  -0.668
66 Se 6.63 1.26 2.58  -0.315
67 Se 4.60 1.03 1.25  -0.374

Q: The lowest gap between HOMO and LUMO belongs to which entry?
A: C26H29KN6SbSe4

Q: ΔE to the lowest compared entry with this formula, charge and spin of number 2 (C26H29N3O)?
A: 51.89 kJ/mol